Entry P
The following is a DFT calculation (the ωB97M-V functional and the def2-TZVPD basis) of a 14-piece molecular cluster, C5H40N2O14 overall.

Total charge = 0
LUMO level = 0.00385 Eh
Frontier orbital gap = 8.851 eV

Geometry (Å):
N 2.349 -0.133 -1.885
C 1.908 -0.600 -0.582
C 2.479 -1.988 -0.246
C 1.895 -2.678 0.996
O 1.388 -1.852 2.019
C 0.335 -0.602 -0.592
N -0.070 0.780 -0.286
C -1.521 1.012 0.010
H 2.752 0.785 -1.753
H 2.969 -0.656 -2.482
H 2.239 0.080 0.204
H 2.576 -2.756 -1.025
H 3.515 -1.789 0.053
H 1.123 -3.410 0.702
H 2.628 -3.334 1.493
H 0.425 -1.763 2.087
H -0.146 -1.332 0.045
H 0.142 -0.749 -1.670
H 0.066 1.411 -1.062
H -2.110 0.131 -0.241
H -1.598 1.389 1.058
H -1.810 1.916 -0.528
H -2.007 -2.078 -4.019
H -2.512 -3.277 -3.279
O -2.818 -2.585 -3.881
H 2.939 3.002 -1.710
H 2.779 2.718 -0.225
O 2.305 2.638 -1.082
H -2.769 -0.234 -2.075
H -3.852 -1.135 -2.698
O -3.422 -0.935 -1.859
H 0.710 2.495 2.154
H 0.154 2.770 0.725
O 0.328 3.198 1.571
H -1.710 -4.354 -1.165
H -0.191 -4.479 -1.088
O -0.962 -4.927 -1.448
H -2.882 1.607 -3.213
H -1.344 1.662 -2.756
O -2.079 1.101 -3.067
H 0.039 -1.001 4.915
H 1.112 -1.638 4.153
O 0.910 -0.781 4.558
H -2.992 -2.286 -1.030
H -3.482 -3.443 -0.099
O -2.728 -3.148 -0.618
H 1.969 3.971 1.610
H 3.301 3.192 2.019
O 2.899 3.783 1.378
H 0.956 2.521 -1.578
H 0.526 1.949 -2.949
O 0.188 2.528 -2.254
H 1.288 0.752 2.410
H 1.306 0.882 3.825
O 1.604 1.412 3.060
H -1.526 3.514 2.125
H -2.078 4.662 1.106
O -2.265 3.888 1.632
H -1.601 -0.786 1.721
H -2.212 -1.599 2.792
O -1.353 -1.233 2.545

Results of the Löwdin charge analysis, in e, for atoms 1 through 4: number 1, N, carries 0.046; number 2, C, carries -0.364; number 3, C, carries -0.133; number 4, C, carries -0.252

***

Entry Q
The following is a DFT calculation (the ωB97M-V functional and the def2-TZVPD basis) of a 14-piece molecular cluster, C5H40N2O14 overall.

Total charge = 0
LUMO level = -0.00633 Eh
Frontier orbital gap = 8.371 eV

Geometry (Å):
N -1.359 -1.488 -0.451
C -1.102 -0.453 -1.500
C -0.391 0.900 -1.142
N -0.761 1.391 0.218
C -1.983 3.099 1.573
C -2.085 2.065 0.341
C -3.334 1.121 0.612
O -2.952 -0.022 1.359
H -0.510 -2.028 -0.379
H -2.146 -2.265 -0.631
H -0.953 0.525 0.707
H -0.540 -0.947 -2.351
H -2.106 -0.152 -1.908
H -0.551 1.692 -1.870
H 0.790 0.831 -1.013
H -2.452 -0.834 0.948
H -2.227 2.613 2.545
H -0.913 3.423 1.681
H -2.442 4.049 1.564
H -2.232 2.704 -0.490
H -3.756 0.899 -0.301
H -4.180 1.535 1.171
H -2.412 1.150 3.220
H -1.355 0.445 4.063
O -2.063 1.130 4.017
H 1.984 2.117 3.568
H 1.205 0.894 3.316
O 1.929 1.172 3.792
H 1.859 -2.415 -3.109
H 1.043 -3.538 -3.661
O 1.461 -2.736 -3.858
H -3.003 -3.940 1.676
H -3.789 -4.081 0.383
O -3.132 -3.603 0.821
H 3.292 -1.331 2.637
H 3.146 0.182 2.317
O 2.679 -0.698 2.294
H -0.227 -2.356 2.962
H 0.951 -1.943 3.296
O 0.189 -2.119 3.717
H 4.358 0.928 -3.060
H 3.004 0.712 -3.849
O 3.666 0.404 -3.151
H 1.614 3.983 1.567
H 1.934 2.872 0.487
O 1.575 3.661 0.693
H 3.245 -3.722 2.151
H 3.125 -4.532 0.736
O 2.876 -3.864 1.305
H 0.117 2.586 -5.131
H -0.962 3.067 -4.216
O -0.616 2.337 -4.629
H 2.279 -2.152 0.104
H 1.677 -1.060 0.580
O 1.633 -1.596 -0.230
H 3.170 2.211 -1.533
H 3.716 3.509 -1.022
O 3.844 2.795 -1.536
H -2.287 -2.655 -4.397
H -1.329 -3.145 -3.237
O -2.214 -3.327 -3.766

Results of the Löwdin charge analysis, in e, for atoms 1 through 4: number 1, N, carries -0.034; number 2, C, carries -0.231; number 3, C, carries -0.190; number 4, N, carries -0.043

***

Quick one: most stable of them? entry P

***

Entry P
The following is a DFT calculation (the ωB97M-V functional and the def2-TZVPD basis) of a 5-piece molecular cluster, CH14N3O4 overall.

Total charge = +1
LUMO level = -0.09509 Eh
Frontier orbital gap = 11.224 eV

Geometry (Å):
N 1.071 0.674 0.351
C 0.016 0.039 0.989
N -1.223 0.557 0.888
N 0.165 -1.188 1.603
H 1.824 0.036 0.283
H 0.937 1.309 -0.491
H -1.989 0.071 0.697
H -1.187 1.414 0.374
H -0.648 -1.642 2.100
H 1.094 -1.530 1.765
H 2.886 -2.700 0.405
H 3.364 -1.862 1.380
O 2.681 -1.856 0.709
H -3.900 -1.290 -0.188
H -3.971 0.098 -0.434
O -3.470 -0.471 0.075
H -1.849 -0.027 -1.852
H -0.752 0.650 -2.644
O -1.119 0.660 -1.732
H 1.928 2.593 -2.103
H 2.685 1.490 -2.155
O 1.833 1.773 -1.922

Results of the Löwdin charge analysis, in e, for atoms 1 through 4: number 1, N, carries 0.171; number 2, C, carries -0.378; number 3, N, carries 0.184; number 4, N, carries 0.172

***

Entry Q
The following is a DFT calculation (the ωB97M-V functional and the def2-TZVPD basis) of a 5-piece molecular cluster, CH14N3O4 overall.

Total charge = +1
LUMO level = -0.10602 Eh
Frontier orbital gap = 11.257 eV

Geometry (Å):
N 0.244 0.457 -0.097
C 0.135 -0.848 0.233
N -0.003 -1.665 -0.884
N 0.449 -1.334 1.428
H 0.804 1.003 0.513
H -0.045 0.885 -0.930
H -0.574 -2.483 -0.706
H -0.260 -1.126 -1.751
H 0.382 -2.336 1.620
H 0.248 -0.764 2.285
H 0.102 1.036 3.908
H -0.070 1.621 2.611
O 0.348 0.840 2.994
H 2.788 -1.655 -0.352
H 3.675 -0.427 0.210
O 2.834 -0.837 0.110
H -2.251 0.008 -2.999
H -2.279 0.124 -1.306
O -2.246 -0.391 -2.098
H -1.628 3.200 -0.986
H -1.250 2.332 -2.390
O -1.402 2.361 -1.415

Results of the Löwdin charge analysis, in e, for atoms 1 through 4: number 1, N, carries 0.198; number 2, C, carries -0.460; number 3, N, carries 0.163; number 4, N, carries 0.187

***

Quick one: most stable of them? entry Q

***

Entry P
The following is a DFT calculation (the ωB97M-V functional and the def2-TZVPD basis) of a 2-piece molecular cluster, C2H2N4O overall.

Total charge = 0
LUMO level (alpha / beta) = -0.01309 / -0.02942 Eh
Frontier orbital gap (alpha / beta) = 8.028 / 8.153 eV

Geometry (Å):
C 0.560 0.768 -1.929
C 0.122 -0.406 0.105
N 0.654 1.519 -2.799
N -1.389 1.211 1.469
N 0.533 -0.158 -1.041
N 0.259 -1.456 0.865
O -1.360 2.273 0.984
H -0.141 -1.470 1.789
H 0.762 -2.281 0.556

Results of the Löwdin charge analysis, in e, for atoms 1 through 4: number 1, C, carries -0.386; number 2, C, carries -0.224; number 3, N, carries 0.122; number 4, N, carries 0.071

***

Entry Q
The following is a DFT calculation (the ωB97M-V functional and the def2-TZVPD basis) of one molecule with the formula C2H2N4O.

Total charge = 0
LUMO level = -0.02617 Eh
Frontier orbital gap = 9.479 eV
SMILES = [H]/N=c1/nnnco1

Geometry (Å):
C -0.907 0.335 -0.092
C 1.090 -0.854 0.019
H -2.506 -0.517 0.244
H 1.735 -1.806 -0.005
N -2.116 0.363 0.050
N -0.066 1.597 -0.070
N 1.181 1.484 -0.041
N 1.827 0.210 0.049
O -0.237 -0.813 -0.154

Results of the Löwdin charge analysis, in e, for atoms 1 through 4: number 1, C, carries -0.469; number 2, C, carries -0.167; number 3, H, carries 0.058; number 4, H, carries 0.163

***

Entry R
The following is a DFT calculation (the ωB97M-V functional and the def2-TZVPD basis) of one molecule with the formula C2H2N4O.

Total charge = 0
LUMO level = -0.02697 Eh
Frontier orbital gap = 9.041 eV
SMILES = O=c1cn[nH]nn1

Geometry (Å):
C -1.158 -0.360 -0.114
C -0.508 0.975 -0.367
H -0.905 1.951 -0.450
H 2.378 -0.241 0.716
N 0.784 0.982 0.061
N 1.317 -0.154 0.185
N 0.840 -1.397 -0.106
N -0.406 -1.494 -0.244
O -2.343 -0.263 0.319

Results of the Löwdin charge analysis, in e, for atoms 1 through 4: number 1, C, carries -0.448; number 2, C, carries 0.027; number 3, H, carries 0.098; number 4, H, carries 0.251

***

Quick one: most stable of them? entry Q